Entry 1:
Here is C4H3NO3 in the gas phase in a non-equilibrium geometry from the Open Molecules 2025 dataset. Energies are from ωB97M-V/def2-TZVPD.

Calculated values
Kohn-Sham gap (eV): 8.723
SMILES: O=C1C=CO/C1=N/O
Total charge: 0
Strongest force on any atom (eV Å⁻¹): 7.7
Energy above the lowest of the compared OMol25 structures with the same formula, charge and spin (kJ/mol): 541.2

Last column: natural (NBO) charge in e.
Element x y z (Å)
C  -1.998  -0.496  0.010  0.1774
H  3.079  -0.734  0.633  0.4765
C  0.106  -0.477  0.072  0.2751
H  -2.899  -1.050  -0.152  0.2179
O  2.280  -0.129  -0.016  -0.4370
C  -0.236  0.942  -0.073  0.4506
C  -1.666  0.793  0.266  -0.3969
H  -2.406  1.621  0.591  0.2538
O  -0.860  -1.415  -0.235  -0.4416
N  1.317  -0.940  0.137  -0.0875
O  0.552  1.816  -0.210  -0.4882

***

Entry 2:
Here is C4H8N6O4 in the gas phase in a non-equilibrium geometry from the Open Molecules 2025 dataset. Energies are from ωB97M-V/def2-TZVPD.

Calculated values
Kohn-Sham gap (eV): 8.565
Total charge: 0
Strongest force on any atom (eV Å⁻¹): 6.0
Energy above the lowest of the compared OMol25 structures with the same formula, charge and spin (kJ/mol): 114.9

Last column: natural (NBO) charge in e.
Element x y z (Å)
N  0.144  1.075  1.823  -0.8601
N  0.123  -1.901  1.145  -0.7995
H  -0.387  1.788  -2.542  0.4399
C  -0.247  1.651  -0.476  0.6407
O  2.157  0.074  -0.996  -0.4537
H  -0.359  1.973  1.884  0.4160
H  -0.101  -1.521  2.097  0.4000
C  0.507  0.885  0.461  -0.0012
O  2.490  -0.099  1.079  -0.4356
C  -0.145  -0.147  -2.143  0.8264
H  1.001  0.953  2.290  0.4002
N  1.745  0.253  0.189  0.4779
N  -0.260  1.112  -1.812  -0.6496
N  -0.246  -1.187  -1.143  -0.7148
H  1.119  -2.190  0.961  0.4211
H  -1.887  -0.600  1.610  0.4024
N  -1.755  -0.785  0.570  -0.7936
C  -0.454  -1.017  0.236  0.6075
O  -0.866  2.677  -0.180  -0.5665
H  -0.038  -2.126  -1.667  0.4583
H  -2.292  -0.268  -0.096  0.4042
O  -0.249  -0.601  -3.289  -0.6200